{"formula": "C3H2BrClF2", "method": "wB97M-V/def2-TZVPD", "fmax_ha_per_bohr": 0.0713, "gap_ev": [9.73, 5.48], "total_energy_ev": -91138.749, "lumo_ev": [-1.17, -3.62], "species": ["C", "C", "C", "F", "F", "Cl", "Br", "H", "H"], "positions_angstrom": [[0.1908, -0.2456, 0.1289], [0.6058, -1.0484, 1.3578], [1.1127, -1.4058, 0.0417], [1.4613, -0.5105, 2.2828], [-0.3256, -1.7906, 1.9609], [1.2187, -2.7490, -0.8972], [4.1652, 0.5172, -0.5739], [-0.7418, -0.3976, -0.3190], [0.8030, 0.6909, -0.2253]], "forces_ev_per_a": [[3.319, 1.358, -0.768], [0.890, 0.799, -0.324], [0.042, 0.489, 0.912], [-0.806, -0.350, -0.517], [0.002, -0.038, 0.160], [-0.006, -0.832, -0.466], [-0.247, -0.162, 0.068], [-1.576, 0.054, -0.314], [-1.616, -1.319, 1.250]]}



{"formula": "C8H13NO4S", "method": "wB97M-V/def2-TZVPD", "fmax_ha_per_bohr": 0.0935, "gap_ev": 10.21, "total_energy_ev": -29019.584, "smiles": "CN1[C@@H]2CC[C@H]3OS(=O)(=O)O[C@@]31CC2", "lumo_ev": 0.58, "species": ["C", "N", "C", "C", "C", "C", "O", "S", "O", "O", "O", "C", "C", "C", "H", "H", "H", "H", "H", "H", "H", "H", "H", "H", "H", "H", "H"], "positions_angstrom": [[0.6570, 2.2838, -0.9476], [0.4849, 0.8687, -0.8411], [1.5671, 0.1120, -0.2339], [1.4910, -1.4157, -0.6303], [0.1737, -2.0811, -0.2790], [-0.9524, -1.0513, -0.6227], [-2.2701, -1.3568, -0.0817], [-3.0448, 0.0820, 0.1611], [-3.9941, 0.2106, -0.8706], [-3.5439, 0.3216, 1.4638], [-1.8587, 1.0689, -0.0855], [-0.5188, 0.2891, -0.0345], [-0.1801, 0.2977, 1.4706], [1.3769, 0.2379, 1.3807], [-0.3834, 2.7769, -1.4384], [0.9518, 2.8066, -0.0622], [1.5477, 2.4451, -1.6541], [2.4469, 0.6028, -0.5680], [2.3510, -2.0602, -0.2412], [1.7098, -1.3800, -1.6922], [0.2302, -3.0793, -0.9746], [0.2165, -2.5257, 0.7481], [-1.1899, -0.8445, -1.7271], [-0.5895, -0.4584, 2.1666], [-0.4107, 1.2954, 1.9987], [1.9420, 1.1946, 1.6909], [1.7900, -0.6407, 1.9042]], "forces_ev_per_a": [[-1.277, 1.642, -2.863], [-0.478, -1.597, 0.419], [0.749, -1.221, 2.067], [1.930, 0.937, 0.075], [0.037, -2.595, -2.152], [-0.272, -0.647, -0.715], [0.417, 1.352, 1.223], [-0.607, 0.037, -0.429], [-0.458, -0.119, -1.240], [0.550, -0.958, 1.011], [1.828, -0.872, -0.842], [-4.413, 1.478, 1.217], [1.898, 1.789, 1.471], [0.867, 0.702, -1.197], [3.092, -1.291, 1.417], [-0.245, 0.356, 1.007], [-1.518, -0.143, 0.638], [1.237, -0.120, -0.212], [-1.025, 1.221, -0.026], [-0.523, -0.337, -0.451], [-0.926, 2.353, 1.537], [-0.626, 1.005, -0.632], [1.125, -0.638, 1.344], [-0.058, 0.062, -0.990], [-0.216, -1.378, -1.323], [-1.137, -1.519, -0.080], [0.049, 0.502, -0.274]]}



{"formula": "C4H7N", "method": "wB97M-V/def2-TZVPD", "fmax_ha_per_bohr": 0.0521, "gap_ev": 10.62, "total_energy_ev": -5749.420, "smiles": "C#CCCN", "lumo_ev": 1.02, "species": ["C", "C", "C", "C", "N", "H", "H", "H", "H", "H", "H", "H"], "positions_angstrom": [[-0.1414, 0.3287, -2.2750], [-0.3222, -0.2537, -1.2130], [-0.4721, -0.9017, 0.1086], [-0.2833, 0.0940, 1.2594], [1.0780, 0.6851, 1.2376], [-0.0402, 0.7248, -3.2577], [0.1727, -1.7661, 0.2295], [-1.4840, -1.3017, 0.1814], [-1.0035, 0.9197, 1.1534], [-0.5695, -0.3812, 2.1884], [1.0239, 1.4488, 1.8872], [1.6692, -0.0442, 1.6745]], "forces_ev_per_a": [[-0.570, -1.505, 2.145], [0.686, 0.912, -1.754], [-0.571, 0.649, -0.193], [-0.094, 0.742, -0.839], [-0.573, -1.576, 0.601], [0.039, 0.125, 0.107], [0.398, -0.012, -0.162], [-0.134, -0.024, -0.042], [0.192, -0.218, -0.245], [0.195, -0.366, 0.437], [0.459, 0.417, 0.297], [-0.028, 0.858, -0.351]]}



{"formula": "C10H11BrO2", "method": "wB97M-V/def2-TZVPD", "fmax_ha_per_bohr": 0.0221, "gap_ev": 9.44, "total_energy_ev": -84684.400, "smiles": "CC1=C[C@H]2OC3=C(Br)CC[C@H]3[C@H]2O1", "lumo_ev": 0.82, "species": ["C", "C", "C", "C", "O", "C", "C", "Br", "C", "C", "C", "C", "O", "H", "H", "H", "H", "H", "H", "H", "H", "H", "H", "H"], "positions_angstrom": [[-1.0060, -2.1215, -1.0282], [0.1239, -1.1513, -1.0422], [0.7269, -0.5412, -2.0605], [1.6897, 0.4669, -1.5160], [1.0831, 1.7723, -1.6700], [0.2740, 1.8205, -0.5852], [-1.0204, 1.5569, -0.4401], [-2.3411, 1.6455, -1.7825], [-1.4053, 1.3499, 0.9952], [-0.0501, 1.1810, 1.7211], [1.0293, 1.3986, 0.6520], [1.6513, 0.1338, 0.0181], [0.7339, -0.9371, 0.1657], [-0.9294, -2.8108, -1.8649], [-1.9538, -1.5902, -1.1114], [-0.9934, -2.6762, -0.0938], [0.4430, -0.5650, -3.0918], [2.6749, 0.5036, -1.9794], [-2.0427, 0.4704, 1.0907], [-1.9650, 2.2058, 1.3813], [0.0565, 1.9161, 2.5168], [0.0371, 0.1881, 2.1566], [1.8059, 2.1030, 0.9492], [2.6129, -0.1616, 0.4399]], "forces_ev_per_a": [[0.073, 0.194, 0.133], [0.594, -0.688, -0.494], [0.268, 0.131, 0.341], [0.060, -0.742, -0.032], [-0.232, 0.668, -0.159], [0.047, -0.461, 0.508], [-0.375, 1.072, -0.049], [0.200, -0.115, 0.068], [-0.112, 0.010, 0.003], [0.169, 0.027, 0.042], [-0.066, -0.068, -0.280], [0.468, 0.424, -0.037], [-0.543, -0.240, 0.139], [-0.001, -0.018, -0.031], [-0.080, 0.018, 0.038], [-0.047, -0.095, 0.016], [-0.151, -0.098, -0.242], [-0.070, 0.073, 0.061], [-0.038, -0.032, 0.010], [-0.071, -0.084, -0.012], [-0.004, -0.015, 0.016], [-0.037, 0.045, 0.075], [0.033, 0.032, -0.064], [-0.085, -0.037, -0.051]]}



{"formula": "C7H11NO2S", "method": "wB97M-V/def2-TZVPD", "fmax_ha_per_bohr": 0.0721, "gap_ev": 7.82, "total_energy_ev": -23852.027, "lumo_ev": -0.30, "species": ["C", "C", "C", "C", "C", "C", "C", "N", "O", "O", "S", "H", "H", "H", "H", "H", "H", "H", "H", "H", "H", "H"], "positions_angstrom": [[0.2180, -0.0938, 0.1987], [3.3758, 1.0725, -1.5144], [1.0324, 1.0322, -1.5938], [-0.1508, -1.8709, 1.8685], [-1.8015, 0.0523, 1.6209], [-1.2483, 0.2991, -1.8359], [-0.7969, -0.8800, 0.8918], [-0.0348, 0.3106, -1.0436], [2.1456, 1.0192, -0.8752], [4.3350, 1.3250, -0.7360], [1.0019, 1.9443, -2.9577], [-0.8920, -2.0059, 2.6678], [0.7257, -1.3467, 2.3102], [0.0921, -2.8993, 1.5101], [-1.4663, 0.5077, 2.5747], [-2.6681, -0.4875, 1.8449], [-2.1825, 0.8005, 0.9340], [-1.0285, -0.4424, -2.7456], [-2.0965, 0.0032, -1.2768], [-1.1983, 1.3034, -2.2105], [-1.4161, -1.3948, 0.2013], [4.0541, 1.7513, 0.1666]], "forces_ev_per_a": [[0.456, 0.123, 0.134], [-1.428, -1.345, -2.219], [0.303, 1.540, -1.875], [-0.165, 0.175, 0.894], [1.089, 0.866, -0.033], [1.888, -1.763, -2.662], [-0.431, -0.045, 0.574], [1.228, -0.287, 1.691], [1.779, 0.225, 1.458], [-0.314, 1.783, 3.071], [-0.447, -0.417, 0.191], [0.276, -0.222, 0.067], [-0.396, -0.698, -0.269], [0.046, 1.055, -0.148], [0.217, -0.139, -0.775], [-1.245, -1.253, 0.558], [0.281, 0.572, 0.004], [-0.895, 1.629, 1.827], [-0.703, -0.088, 0.475], [-1.227, 0.377, -0.597], [-0.728, -0.925, -0.898], [0.415, -1.161, -1.468]]}



Repeat the fourth record exactly.
{"formula": "C10H11BrO2", "method": "wB97M-V/def2-TZVPD", "fmax_ha_per_bohr": 0.0221, "gap_ev": 9.44, "total_energy_ev": -84684.400, "smiles": "CC1=C[C@H]2OC3=C(Br)CC[C@H]3[C@H]2O1", "lumo_ev": 0.82, "species": ["C", "C", "C", "C", "O", "C", "C", "Br", "C", "C", "C", "C", "O", "H", "H", "H", "H", "H", "H", "H", "H", "H", "H", "H"], "positions_angstrom": [[-1.0060, -2.1215, -1.0282], [0.1239, -1.1513, -1.0422], [0.7269, -0.5412, -2.0605], [1.6897, 0.4669, -1.5160], [1.0831, 1.7723, -1.6700], [0.2740, 1.8205, -0.5852], [-1.0204, 1.5569, -0.4401], [-2.3411, 1.6455, -1.7825], [-1.4053, 1.3499, 0.9952], [-0.0501, 1.1810, 1.7211], [1.0293, 1.3986, 0.6520], [1.6513, 0.1338, 0.0181], [0.7339, -0.9371, 0.1657], [-0.9294, -2.8108, -1.8649], [-1.9538, -1.5902, -1.1114], [-0.9934, -2.6762, -0.0938], [0.4430, -0.5650, -3.0918], [2.6749, 0.5036, -1.9794], [-2.0427, 0.4704, 1.0907], [-1.9650, 2.2058, 1.3813], [0.0565, 1.9161, 2.5168], [0.0371, 0.1881, 2.1566], [1.8059, 2.1030, 0.9492], [2.6129, -0.1616, 0.4399]], "forces_ev_per_a": [[0.073, 0.194, 0.133], [0.594, -0.688, -0.494], [0.268, 0.131, 0.341], [0.060, -0.742, -0.032], [-0.232, 0.668, -0.159], [0.047, -0.461, 0.508], [-0.375, 1.072, -0.049], [0.200, -0.115, 0.068], [-0.112, 0.010, 0.003], [0.169, 0.027, 0.042], [-0.066, -0.068, -0.280], [0.468, 0.424, -0.037], [-0.543, -0.240, 0.139], [-0.001, -0.018, -0.031], [-0.080, 0.018, 0.038], [-0.047, -0.095, 0.016], [-0.151, -0.098, -0.242], [-0.070, 0.073, 0.061], [-0.038, -0.032, 0.010], [-0.071, -0.084, -0.012], [-0.004, -0.015, 0.016], [-0.037, 0.045, 0.075], [0.033, 0.032, -0.064], [-0.085, -0.037, -0.051]]}